Record 1
{
  "formula": "H4S4",
  "method": "ωB97M-V/def2-TZVPD",
  "species": ["S", "S", "H", "H", "S", "S", "H", "H"],
  "positions_angstrom": [[-4.23, -0.34, 1.81], [-2.80, -0.88, 0.47], [-3.72, 0.89, 2.02], [-3.40, -0.57, -0.70], [3.66, 1.24, -0.28], [3.55, -0.84, -0.37], [2.94, 1.64, -1.35], [4.00, -1.14, -1.61]],
  "mulliken_charge": [-0.17, -0.17, 0.17, 0.17, -0.16, -0.16, 0.16, 0.16],
  "e_above_lowest_ev": 0.2270,
  "e_tot_ev": -43405.3766,
  "gap_ev": 9.32,
  "spin_multiplicity": 1,
  "charge": 0
}


Record 2
{
  "formula": "C2H5F3Si",
  "method": "ωB97M-V/def2-TZVPD",
  "species": ["C", "C", "F", "F", "F", "Si", "H", "H", "H", "H", "H"],
  "positions_angstrom": [[-0.42, -0.80, 0.14], [-1.01, 0.35, 0.17], [3.96, -1.08, 0.73], [5.13, 1.13, 0.08], [3.64, -0.16, -1.69], [3.83, 0.24, -0.13], [-0.58, -1.63, 0.90], [0.23, -1.21, -0.63], [2.51, 0.77, 0.16], [-0.82, 1.18, -0.59], [-1.79, 0.50, 0.83]],
  "mulliken_charge": [-0.52, -0.38, -0.23, -0.23, -0.29, 0.84, 0.17, 0.27, -0.09, 0.20, 0.25],
  "e_above_lowest_ev": 0.5893,
  "e_tot_ev": -18189.2634,
  "gap_ev": 11.34,
  "spin_multiplicity": 1,
  "charge": 0
}


Record 3
{
  "formula": "C2H6N2O",
  "method": "ωB97M-V/def2-TZVPD",
  "species": ["O", "C", "H", "H", "N", "C", "N", "H", "H", "H", "H"],
  "positions_angstrom": [[1.92, -0.62, 1.37], [2.57, 0.05, 0.62], [3.48, 0.58, 0.95], [2.23, 0.24, -0.41], [-2.01, 0.99, -0.27], [-1.09, -0.09, -0.22], [-1.28, -1.24, -0.69], [-2.90, 0.78, 0.15], [-2.28, 1.04, -1.26], [-0.19, 0.09, 0.38], [-0.45, -1.81, -0.63]],
  "mulliken_charge": [-0.38, -0.10, 0.27, 0.22, -0.60, 0.11, -0.63, 0.28, 0.31, 0.23, 0.29],
  "e_above_lowest_ev": 2.4845,
  "e_tot_ev": -7197.3031,
  "gap_ev": 10.75,
  "spin_multiplicity": 1,
  "charge": 0
}


Record 4
{
  "formula": "C12H33FN3O3Pd",
  "method": "ωB97M-V/def2-TZVPD",
  "species": ["Pd", "F", "C", "C", "C", "O", "C", "N", "H", "H", "H", "H", "H", "H", "H", "H", "H", "H", "H", "C", "C", "C", "O", "C", "N", "H", "H", "H", "H", "H", "H", "H", "H", "H", "H", "H", "C", "C", "C", "O", "C", "N", "H", "H", "H", "H", "H", "H", "H", "H", "H", "H", "H"],
  "positions_angstrom": [[2.59, -2.90, -2.42], [1.17, -1.96, -1.29], [2.62, 2.53, -1.19], [1.18, 2.35, -1.64], [0.84, 3.32, -2.76], [0.39, 4.52, -2.21], [0.09, 5.49, -3.19], [1.03, 0.97, -2.17], [2.84, 1.90, -0.33], [2.73, 3.56, -0.83], [3.34, 2.45, -2.00], [0.58, 2.53, -0.73], [0.07, 2.88, -3.42], [1.73, 3.49, -3.37], [0.94, 5.67, -3.85], [-0.16, 6.40, -2.65], [-0.77, 5.20, -3.80], [0.04, 0.76, -2.27], [1.34, 0.31, -1.47], [-4.03, -1.05, -1.39], [-2.56, -0.71, -1.21], [-2.12, -0.69, 0.24], [-2.80, 0.33, 0.92], [-2.26, 0.63, 2.19], [-1.74, -1.65, -1.99], [-4.26, -2.01, -0.91], [-4.19, -1.17, -2.46], [-4.70, -0.26, -1.05], [-2.37, 0.29, -1.62], [-1.03, -0.50, 0.32], [-2.35, -1.69, 0.66], [-2.63, 1.61, 2.49], [-1.17, 0.64, 2.18], [-2.64, -0.08, 2.94], [-2.12, -2.57, -1.75], [-0.79, -1.62, -1.63], [0.41, -3.59, 3.21], [0.13, -2.53, 2.15], [1.37, -1.53, 2.05], [1.59, -1.03, 3.30], [2.92, -1.14, 3.79], [0.01, -3.14, 0.86], [-0.40, -4.31, 3.28], [0.58, -3.15, 4.19], [1.32, -4.14, 2.94], [-0.80, -2.00, 2.36], [1.15, -0.73, 1.34], [2.24, -2.08, 1.69], [3.63, -0.83, 3.02], [3.16, -2.17, 4.05], [2.98, -0.49, 4.66], [0.04, -2.42, 0.10], [0.85, -3.69, 0.65]],
  "mulliken_spin": [0.97, 0.03, 0.00, 0.00, 0.00, 0.00, 0.00, 0.00, 0.00, 0.00, 0.00, 0.00, 0.00, 0.00, 0.00, 0.00, 0.00, 0.00, 0.00, 0.00, 0.00, 0.00, 0.00, 0.00, 0.00, 0.00, 0.00, 0.00, 0.00, 0.00, 0.00, 0.00, 0.00, 0.00, 0.00, 0.00, 0.03, 0.02, 0.16, 0.14, 0.00, 0.62, 0.00, 0.00, 0.00, 0.00, 0.01, 0.00, 0.00, 0.01, 0.00, 0.00, -0.01],
  "e_above_lowest_ev": 5.0297,
  "e_tot_ev": -29777.5550,
  "gap_ev": [6.94, 3.81],
  "spin_multiplicity": 3,
  "charge": 1
}


Record 5
{
  "formula": "CH2N2O3S",
  "method": "ωB97M-V/def2-TZVPD",
  "species": ["C", "N", "N", "O", "O", "O", "S", "H", "H"],
  "positions_angstrom": [[-0.63, 0.40, 0.05], [-1.85, 0.86, -0.40], [-0.30, -0.84, -0.02], [-4.21, 0.15, -1.04], [-3.44, -0.45, 1.30], [-1.19, -1.77, -0.18], [-3.18, 0.15, -0.01], [0.21, 1.13, 0.05], [0.76, -1.13, 0.04]],
  "mulliken_charge": [-0.03, -0.26, 0.16, -0.42, -0.38, -0.61, 0.95, 0.32, 0.28],
  "e_above_lowest_ev": 3.6745,
  "e_tot_ev": -21022.7492,
  "gap_ev": [8.58, 8.58],
  "spin_multiplicity": 1,
  "charge": 0
}


Record 6
{
  "formula": "C4H9N2OS",
  "method": "ωB97M-V/def2-TZVPD",
  "species": ["C", "C", "C", "C", "N", "N", "O", "S", "H", "H", "H", "H", "H", "H", "H", "H", "H"],
  "positions_angstrom": [[0.20, -0.85, -0.56], [-1.00, -0.39, -0.22], [1.78, 0.21, 1.04], [-2.41, -0.78, -0.05], [2.03, 0.67, -1.17], [0.99, 0.41, -0.26], [-3.04, 0.49, -0.04], [-0.57, 1.30, 0.02], [0.63, -1.83, -0.60], [2.35, 1.16, 1.25], [0.94, 0.10, 1.73], [2.48, -0.60, 1.18], [-2.52, -1.25, 1.01], [-2.93, -1.27, -0.97], [1.81, 0.53, -2.19], [2.68, 1.42, -1.00], [-3.42, 0.69, 0.82]],
  "mulliken_charge": [-0.95, 0.69, -0.69, -0.17, -0.66, 0.58, -0.55, 0.02, 0.38, 0.33, 0.35, 0.32, 0.28, 0.26, 0.26, 0.23, 0.34],
  "e_above_lowest_ev": 5.1224,
  "e_tot_ev": -20146.0782,
  "gap_ev": 9.62,
  "spin_multiplicity": 1,
  "charge": 1
}


Record 7
{
  "formula": "C4H16O4",
  "method": "ωB97M-V/def2-TZVPD",
  "species": ["C", "C", "C", "C", "H", "H", "H", "H", "H", "H", "H", "H", "H", "H", "O", "H", "H", "O", "H", "H", "O", "H", "H", "O"],
  "positions_angstrom": [[0.23, 2.47, -0.35], [-0.30, 1.05, -0.31], [-1.10, 0.63, -1.28], [-1.79, -0.70, -1.32], [0.29, 2.82, -1.37], [-0.45, 3.04, 0.29], [1.20, 2.60, 0.13], [0.13, 0.48, 0.49], [-1.26, 1.32, -2.11], [-1.27, -1.37, -0.64], [-2.79, -0.68, -0.88], [-1.82, -1.11, -2.33], [-0.64, 1.08, 2.66], [-1.68, 1.60, 1.66], [-1.20, 1.85, 2.45], [2.00, -1.01, -1.28], [1.15, -0.10, -2.21], [1.93, -0.67, -2.19], [2.15, -2.88, 0.34], [2.39, -3.07, -1.15], [1.68, -2.92, -0.50], [0.52, -0.99, 2.20], [-0.70, -1.59, 2.90], [-0.16, -0.79, 2.88]],
  "mulliken_spin": [0.01, 0.46, -0.30, 0.25, -0.01, -0.02, -0.03, 0.08, -0.01, -0.07, -0.06, 0.00, 0.00, -0.02, 0.15, 0.03, -0.01, 0.04, -0.24, -0.03, 0.50, 0.14, -0.09, 0.22],
  "e_above_lowest_ev": 0.0000,
  "e_tot_ev": -12596.3630,
  "gap_ev": [3.15, 9.88],
  "spin_multiplicity": 2,
  "charge": -1
}